{
  "formula": "C3H7P",
  "method": "the ωB97M-V functional and the def2-TZVPD basis",
  "symbols": ["P", "C", "C", "C", "H", "H", "H", "H", "H", "H", "H"],
  "xyz": [[-2.089, -0.136, -0.062], [-0.292, -0.200, 0.736], [0.661, -0.933, -0.030], [0.843, 0.565, 0.082], [-1.399, 0.521, -1.057], [-2.082, 1.208, 0.300], [-0.432, -0.528, 1.819], [0.396, -1.148, -1.066], [1.323, -1.690, 0.337], [1.649, 0.832, 0.706], [0.551, 1.167, -0.698]],
  "nbo_charge": [0.27, -0.44, -0.44, -0.42, -0.04, -0.02, 0.23, 0.20, 0.22, 0.22, 0.21],
  "smiles": "PC1CC1",
  "e_tot_ha": -459.7603,
  "homo_lumo_gap_ev": 10.98,
  "de_lowest_kcal_mol": 31.5
}

{
  "formula": "C26H46N14O16",
  "method": "the ωB97M-V functional and the def2-TZVPD basis",
  "symbols": ["C", "O", "O", "O", "C", "C", "C", "C", "C", "C", "O", "O", "H", "H", "H", "H", "H", "H", "C", "C", "C", "C", "C", "C", "O", "O", "H", "H", "H", "H", "H", "H", "C", "C", "C", "C", "C", "C", "O", "O", "H", "H", "H", "H", "H", "H", "C", "O", "N", "N", "H", "H", "H", "H", "C", "O", "N", "N", "H", "H", "H", "H", "C", "O", "N", "N", "H", "H", "H", "H", "C", "O", "N", "N", "H", "H", "H", "H", "C", "O", "N", "N", "H", "H", "H", "H", "C", "O", "N", "N", "H", "H", "H", "H", "C", "O", "N", "N", "H", "H", "H", "H"],
  "xyz": [[0.369, -0.609, 0.680], [0.720, -1.078, 1.793], [0.421, -1.269, -0.389], [-0.314, 0.399, 0.618], [-4.185, 8.125, 4.090], [-4.530, 6.742, 3.791], [-3.514, 5.781, 3.955], [-2.261, 6.095, 4.486], [-1.924, 7.421, 4.732], [-2.874, 8.408, 4.486], [-2.470, 9.704, 4.581], [-3.799, 4.475, 3.706], [-4.801, 9.011, 4.049], [-5.452, 6.395, 3.347], [-1.583, 5.287, 4.714], [-0.962, 7.614, 5.183], [-1.543, 9.854, 4.780], [-3.028, 4.053, 3.318], [4.278, 2.313, -4.628], [4.535, 3.384, -5.538], [5.837, 3.563, -5.884], [6.886, 2.872, -5.376], [6.691, 1.881, -4.441], [5.325, 1.599, -4.129], [5.155, 0.611, -3.186], [6.100, 4.587, -6.813], [3.253, 2.101, -4.364], [3.713, 4.021, -5.829], [7.889, 3.129, -5.684], [7.467, 1.206, -4.111], [4.218, 0.468, -3.032], [7.010, 4.892, -6.783], [1.111, -2.909, -9.331], [1.567, -3.185, -8.028], [1.165, -4.322, -7.318], [0.524, -5.299, -8.053], [0.175, -5.131, -9.385], [0.446, -3.927, -10.010], [0.003, -3.678, -11.270], [1.322, -4.536, -5.945], [1.285, -2.015, -9.912], [2.064, -2.406, -7.469], [0.297, -6.193, -7.491], [-0.300, -5.956, -9.895], [-0.299, -4.522, -11.614], [1.075, -3.823, -5.352], [4.694, -5.497, 2.478], [5.582, -6.254, 2.764], [3.696, -5.697, 1.729], [4.560, -4.409, 3.201], [3.980, -6.327, 0.992], [2.989, -4.977, 1.718], [5.212, -4.128, 3.920], [3.743, -3.840, 3.034], [-6.831, -1.193, 0.060], [-7.826, -1.872, -0.174], [-5.677, -1.553, -0.261], [-6.961, -0.100, 0.670], [-4.923, -0.936, 0.006], [-5.597, -2.451, -0.715], [-6.292, 0.502, 1.127], [-7.954, 0.080, 0.715], [-2.219, -4.456, 5.671], [-2.796, -5.234, 6.396], [-0.958, -4.303, 5.566], [-2.894, -3.502, 5.090], [-0.342, -4.985, 5.985], [-0.579, -3.653, 4.892], [-2.485, -2.799, 4.492], [-3.888, -3.473, 5.265], [-2.624, -7.256, -0.721], [-3.155, -8.191, -0.122], [-2.248, -7.368, -1.958], [-2.275, -6.135, -0.149], [-1.495, -6.828, -2.361], [-2.615, -8.091, -2.561], [-1.764, -5.454, -0.691], [-2.377, -6.071, 0.854], [-0.460, 1.077, 8.819], [-0.055, 1.983, 9.522], [-1.612, 0.495, 8.852], [0.321, 0.440, 8.020], [-2.297, 0.958, 9.431], [-1.783, -0.392, 8.399], [1.294, 0.691, 8.120], [0.146, -0.288, 7.342], [-2.995, 4.242, -3.030], [-3.637, 4.769, -3.884], [-2.401, 4.748, -1.964], [-2.991, 3.003, -2.938], [-2.372, 5.754, -1.874], [-1.995, 3.995, -1.428], [-2.453, 2.439, -2.296], [-3.790, 2.541, -3.348], [4.340, 3.462, 3.217], [5.064, 4.288, 3.702], [4.208, 2.324, 3.790], [3.605, 3.633, 2.191], [4.875, 2.258, 4.546], [3.791, 1.543, 3.306], [3.304, 4.510, 1.791], [3.150, 2.845, 1.753]],
  "lowdin_charge": [-1.23, -0.25, -0.25, -0.21, 0.00, 0.02, -0.35, -0.02, -0.02, -0.35, 0.02, 0.03, 0.10, 0.11, 0.12, 0.11, 0.10, 0.11, -0.01, 0.00, -0.34, -0.05, 0.01, -0.32, 0.04, 0.00, 0.12, 0.12, 0.11, 0.12, 0.11, 0.08, 0.00, 0.00, -0.31, -0.03, -0.03, -0.35, 0.04, 0.03, 0.12, 0.11, 0.12, 0.11, 0.09, 0.11, -0.85, 0.02, 0.18, 0.15, 0.13, 0.13, 0.11, 0.11, -0.89, -0.01, 0.20, 0.17, 0.13, 0.14, 0.13, 0.12, -0.83, 0.02, 0.18, 0.16, 0.12, 0.12, 0.12, 0.11, -0.79, -0.01, 0.15, 0.18, 0.11, 0.11, 0.12, 0.12, -0.82, 0.02, 0.16, 0.16, 0.12, 0.12, 0.12, 0.12, -0.86, 0.04, 0.17, 0.16, 0.11, 0.11, 0.13, 0.13, -0.87, 0.02, 0.17, 0.18, 0.12, 0.12, 0.12, 0.12],
  "charge": -2,
  "e_tot_ha": -2988.8008,
  "homo_lumo_gap_ev": 2.15,
  "de_lowest_kcal_mol": 280.7
}

{
  "formula": "C4H12N2",
  "method": "the ωB97M-V functional and the def2-TZVPD basis",
  "symbols": ["C", "N", "C", "C", "C", "N", "H", "H", "H", "H", "H", "H", "H", "H", "H", "H", "H", "H"],
  "xyz": [[-0.393, 2.164, 1.256], [-0.009, 1.177, 0.192], [-1.100, 0.212, -0.159], [-0.573, -0.739, -1.249], [0.331, -1.739, -0.533], [1.481, -1.018, 0.241], [-1.516, 2.157, 1.258], [0.067, 3.112, 0.986], [-0.112, 1.757, 2.226], [0.876, 0.685, 0.440], [-1.400, -0.374, 0.716], [-1.978, 0.781, -0.500], [-1.283, -1.398, -1.757], [0.032, -0.167, -1.939], [-0.115, -2.248, 0.331], [0.872, -2.456, -1.131], [2.246, -0.846, -0.398], [1.772, -1.684, 0.947]],
  "lowdin_spin": [0.06, 0.70, 0.07, 0.00, 0.00, 0.05, 0.00, 0.02, 0.03, 0.02, 0.03, 0.01, 0.00, 0.00, 0.00, 0.00, 0.00, 0.00],
  "multiplicity": 2,
  "charge": 1,
  "e_tot_ha": -268.7838,
  "homo_lumo_gap_ev": [11.90, 6.97],
  "de_lowest_kcal_mol": 10.7
}